This record from OMol25 describes 10 unconnected molecules or ions with the total composition C38H101N9O15 at a distorted geometry. The level of theory is ωB97M-V/def2-TZVPD.

```
163
Properties=species:S:1:pos:R:3
C -12.853 -11.986 -28.301
C -13.670 -8.831 -19.432
C -0.122 -11.509 -28.784
H -8.303 -3.793 -18.023
C -13.478 -11.417 -29.569
C -16.482 -8.053 -25.412
H -3.542 -10.880 -27.996
H -10.328 -5.787 -14.298
H -0.991 -12.343 -21.115
C -0.153 -7.322 -18.782
N -5.104 -10.155 -18.756
H -10.591 -7.827 -24.593
H -8.737 -15.071 -20.560
H -9.725 -15.966 -25.228
C -8.864 -16.269 -24.632
C -0.999 -10.201 -28.930
H -11.522 -8.715 -17.906
H -5.846 -13.853 -22.475
H -6.365 -7.757 -12.807
H -11.393 -11.286 -26.917
H -6.155 -10.055 -14.440
C -3.616 -8.857 -24.104
C -10.245 -8.837 -24.817
H -4.616 -9.284 -24.024
O 0.823 -7.295 -17.724
H -9.217 -5.200 -18.622
H -1.618 -12.469 -15.345
H -0.683 -6.372 -18.849
O -8.386 -15.034 -24.007
H -5.523 -18.013 -19.378
H -8.447 -15.656 -18.109
H 0.089 -11.805 -29.812
H -4.186 -9.489 -26.517
H -2.140 -13.877 -16.331
H -7.284 -9.189 -19.521
C 0.973 -12.834 -21.926
O -13.015 -9.859 -18.739
H -16.331 -9.114 -25.609
H 0.664 -10.378 -25.960
H -0.229 -7.788 -20.854
H -3.822 -7.889 -24.561
H -14.066 -10.506 -29.462
C -5.772 -17.128 -18.793
C -15.562 -8.239 -21.874
O -15.899 -7.680 -24.183
H -15.763 -7.579 -26.081
O -9.220 -5.147 -16.565
H -7.988 -3.973 -15.407
H -7.468 -13.161 -22.583
H 1.127 -11.894 -22.455
N -2.911 -4.666 -14.048
H -9.689 -3.446 -15.598
H -3.171 -8.707 -23.120
H -8.342 -6.516 -11.864
C 0.773 -11.319 -26.500
H -5.532 -10.950 -19.209
H 0.283 -14.185 -14.472
C -0.726 -14.423 -14.808
H -8.078 -16.617 -25.302
O -7.690 -9.159 -13.762
C -15.142 -13.149 -29.625
N -14.096 -8.315 -21.849
H -9.048 -17.144 -24.009
H -13.215 -7.851 -19.288
H -2.905 -5.114 -14.953
O -0.538 -13.154 -16.904
H -6.683 -10.787 -12.900
H -17.140 -8.893 -23.108
H -7.797 -11.000 -14.303
H -11.831 -10.262 -17.081
H -6.449 -15.694 -23.513
H 0.421 -6.793 -17.011
H 0.393 -12.947 -16.799
C -9.029 -4.297 -15.427
H -7.172 -7.953 -18.271
C -7.015 -10.385 -13.857
H 1.419 -12.658 -20.947
C -7.633 -15.478 -18.813
C -5.587 -9.059 -18.356
C -12.292 -9.429 -17.611
H -8.004 -6.666 -14.697
H -11.315 -8.598 -27.075
C -12.049 -8.985 -26.367
C -7.327 -15.321 -22.986
C -0.531 -13.088 -21.764
H -9.409 -7.624 -12.697
H -14.072 -10.304 -20.976
H -14.907 -14.159 -29.288
N -1.591 -3.472 -12.826
C -2.783 -10.787 -27.219
H -1.681 -10.259 -29.777
H -13.831 -8.480 -22.810
H -9.403 -8.696 -25.495
H -12.915 -8.890 -16.898
N -6.703 -14.176 -20.760
H 1.226 -6.957 -20.400
C 0.531 -7.731 -20.074
N -6.756 -8.694 -18.817
H -1.528 -12.069 -23.148
H -15.856 -13.363 -30.420
H -0.762 -8.110 -18.338
H -1.367 -14.566 -13.938
H -14.645 -8.738 -18.953
H -13.726 -9.618 -27.604
H -4.113 -10.176 -18.562
H -6.171 -15.015 -20.578
C -6.897 -14.027 -22.249
N -1.700 -9.887 -27.631
H -2.347 -3.007 -12.343
H -0.630 -3.220 -12.643
H -12.780 -8.196 -26.190
O -7.023 -16.702 -19.359
H -13.604 -10.450 -26.201
H -12.281 -12.855 -28.627
O -1.351 -12.991 -22.945
H -0.663 -14.020 -21.215
O -0.752 -5.125 -13.981
H 1.526 -11.943 -26.017
O -11.367 -9.581 -25.276
H -5.864 -17.376 -17.736
H 0.852 -8.769 -19.984
C -7.370 -8.177 -12.788
C -13.617 -9.318 -20.879
N -12.038 -10.995 -27.637
H -7.252 -8.576 -11.780
H -0.170 -11.863 -26.450
H -10.149 -3.883 -17.963
H -4.966 -16.399 -18.882
H -0.607 -12.444 -28.502
C -12.949 -10.061 -26.981
O 1.064 -11.297 -27.899
O -2.919 -9.759 -24.928
H -7.661 -16.123 -22.328
H 1.411 -13.703 -22.416
C -7.912 -14.573 -20.052
H -8.494 -13.675 -19.846
H -0.676 -15.422 -15.241
C -1.740 -4.568 -13.542
H -13.572 -12.391 -27.589
C -1.309 -13.406 -15.806
H -9.899 -9.168 -23.838
H -9.642 -4.598 -13.360
C -8.464 -7.089 -12.784
C -9.384 -5.251 -14.194
O -4.925 -8.371 -17.553
H -4.367 -11.051 -25.817
H -17.487 -7.643 -25.512
H -15.757 -12.698 -28.848
H -0.301 -9.364 -28.959
C -16.070 -8.692 -23.158
H -2.416 -11.796 -27.033
H -15.605 -9.636 -23.441
C -9.195 -4.403 -17.878
H -16.009 -8.672 -20.979
N -8.186 -6.132 -13.859
H -15.849 -7.189 -21.811
O -14.234 -12.368 -30.358
H -6.967 -14.967 -18.117
H -12.766 -11.181 -30.360
H -12.571 -9.536 -21.097
C -3.617 -10.297 -26.056
H -2.024 -8.940 -27.769
H -3.745 -4.462 -13.514
```

Values from the calculation:
- E_tot: -3129.35215 Ha
- E_HOMO: -8.80 eV
- Frontier orbital gap: 8.78 eV

=====

This record from OMol25 describes 12 unconnected molecules or ions with the total composition C38H104B5F20N7O7 at a distorted geometry. The level of theory is ωB97M-V/def2-TZVPD.

```
181
Properties=species:S:1:pos:R:3
H 0.065 1.814 -4.649
C 0.982 1.098 -0.403
F 0.070 -1.669 4.514
C 1.937 2.711 -6.629
H 2.717 2.260 -3.985
H -4.094 -3.586 -5.091
H -0.333 -3.738 -7.144
O -0.756 3.058 7.149
F -2.695 -0.662 2.976
H 6.254 -0.952 5.971
C 1.482 5.737 -6.879
H -1.212 -3.176 -3.223
H 1.050 -6.677 1.977
C 3.760 3.917 -5.673
H -0.205 -1.559 1.233
C -4.345 0.693 -3.269
F 2.636 2.654 1.428
H 8.286 2.885 3.487
H -0.618 0.639 2.552
B 1.119 -3.086 -2.508
C 5.131 4.887 -2.404
H -1.722 -0.002 0.932
H -3.430 1.364 -1.045
O 4.708 4.078 -3.449
H 6.156 5.230 -2.537
H -0.493 1.338 5.517
C 0.091 1.168 1.887
H 6.768 1.219 6.035
C -1.340 -0.590 7.072
B 1.443 -1.525 4.892
C 1.456 4.988 -5.540
H -1.401 1.328 -0.314
C 0.081 -6.406 2.472
C -1.473 0.873 5.250
H 5.112 4.303 -1.500
F 3.993 0.823 1.047
C -3.397 -0.352 5.992
F 2.202 -1.424 3.699
O 7.877 2.279 4.131
C -2.230 -2.869 -3.562
H 4.170 1.840 3.632
O -2.371 -4.034 -7.762
H -3.305 2.053 6.684
H 5.488 4.942 -5.109
B -1.856 3.854 -0.629
C 6.003 1.650 5.389
H -3.669 -2.730 -6.638
H 3.356 1.032 5.123
F 1.513 -0.321 5.672
H 2.476 1.793 -6.379
F 1.027 -3.783 -3.784
O -5.019 -0.656 -0.354
H 4.505 5.796 -2.294
H -3.011 -3.547 -3.213
H 0.601 2.178 -2.907
F -1.583 3.043 -1.769
C -1.559 2.263 8.009
F -2.797 4.863 -0.768
N -2.193 0.351 6.371
H -3.924 -1.816 -5.117
H -4.522 2.617 -0.564
C -6.435 1.624 -2.525
N 0.221 0.405 0.645
N -2.222 -2.931 -5.061
H -0.883 1.653 8.609
C -1.139 -7.647 0.863
F -4.382 -1.781 1.947
C 6.552 2.773 4.511
H 4.574 -0.393 6.420
H -0.378 -0.160 7.226
N -0.894 -6.264 1.356
H -0.129 -8.056 0.701
H -0.467 -0.627 -2.690
H -3.106 -1.144 5.313
C -3.566 -2.753 -5.552
H -0.845 4.009 7.307
H -1.939 -4.604 2.050
F 4.204 2.592 -0.350
F 0.030 -3.283 -1.699
O 0.581 -4.101 2.650
C -4.473 1.637 -0.996
H -3.427 3.119 -2.946
F 4.841 2.725 1.901
H 4.001 4.266 -6.670
H -0.163 -4.465 0.516
H 0.404 4.788 -5.275
C -2.128 -5.624 1.779
H -3.288 0.746 -3.309
F -3.261 -2.799 3.745
F 1.051 -1.664 -2.985
H 0.894 2.448 -6.766
H -4.842 -1.160 0.450
H 2.358 3.052 -7.546
H -1.267 -0.015 4.640
H -0.240 2.170 1.708
C -1.637 -4.204 -5.494
C -2.602 1.444 7.252
F 2.296 -3.496 -1.907
H -0.319 -2.081 -5.060
C 1.971 3.035 -4.174
H -2.485 -6.155 2.660
H 2.111 3.857 -3.468
N 5.371 0.536 4.698
H -5.020 3.343 -3.785
H 5.945 2.966 3.613
H 0.943 -5.557 4.192
H -4.120 0.351 5.528
H 0.761 0.482 -1.281
N 2.227 3.695 -5.495
H 2.460 6.192 -7.085
C 0.244 -5.205 3.420
B 3.861 2.258 0.946
C 0.662 -0.968 0.887
H 7.102 -0.299 3.889
C -1.140 0.330 0.073
H -1.127 -1.670 -0.924
H -4.431 -0.288 -2.790
H -2.417 -4.952 -5.294
H 0.465 -3.300 3.197
H -1.246 -1.800 -6.580
H 1.792 5.651 -4.704
H 1.467 -1.008 1.604
C 4.526 4.727 -4.655
F -2.216 3.016 0.517
O -1.297 -0.214 -2.356
H -6.196 0.991 0.171
H -1.767 -0.751 8.065
H -3.769 -0.812 6.957
H -4.843 0.670 -4.223
H -0.171 3.401 -3.860
H -4.732 3.821 -2.071
H -2.477 -1.858 -3.266
C 4.028 0.967 4.282
N -4.981 1.754 -2.396
H 4.120 5.724 -4.495
H 2.017 1.144 -0.094
H -2.623 -0.713 -0.893
H 1.232 5.075 -7.699
H -1.359 -1.568 6.620
H -1.749 -7.634 -0.052
C 0.485 2.524 -3.943
H -6.691 0.762 -1.918
C 5.240 -0.645 5.603
H 5.569 -0.784 3.078
B -3.128 -1.956 2.660
C -0.343 -5.462 0.168
H -1.712 -0.910 -5.163
H -6.630 1.593 -3.601
F -2.149 -2.532 1.766
C -1.285 -1.845 -5.513
H -0.942 -5.365 -7.096
H 0.722 6.532 -7.001
H 4.181 2.923 -5.590
H 1.072 1.273 2.380
H -3.287 1.011 8.024
H 4.861 -1.436 4.954
H 0.517 2.100 -0.504
H -2.070 1.636 4.765
H -2.132 2.948 8.635
C -1.550 -0.666 -1.017
C -1.220 -4.318 -6.925
H -6.823 2.585 -2.141
H -0.647 -4.953 4.019
F -0.570 4.388 -0.374
H 6.168 0.849 2.786
H -2.836 -5.777 0.984
H 3.608 0.134 3.734
C -5.179 0.688 -0.023
C 6.152 0.069 3.514
H -0.779 -4.377 -4.831
H 5.252 1.993 6.075
F 1.784 -2.625 5.603
H -1.113 -5.421 -0.642
H 6.585 3.612 5.142
H -4.615 0.992 0.879
C -4.511 3.088 -2.849
H 0.592 -5.924 -0.172
H -0.178 -7.277 3.080
H -1.601 -8.252 1.632
H 1.133 -1.308 -0.013
H -2.007 -3.758 -8.606
```

Values from the calculation:
- E_tot: -4542.31415 Ha
- Total charge: +2
- E_HOMO: -13.35 eV
- Frontier orbital gap: 9.81 eV